Entry 1:
Formula: C45H44N7O2PSSe2Ti
Source: the OMol25 dataset
Level of theory: ωB97M-V with the def2-TZVPD basis set

Calculated values
gap between HOMO and LUMO (spin up / spin down) = 6.5 / 6.1 eV
⟨S²⟩ = 0.765
multiplicity = 2
ΔE to the lowest compared entry with this formula, charge and spin = 120.1 kJ/mol
charge = +1

Atoms and positions in Å:
Ti: -0.902 -0.459 -0.866
C: -3.536 -3.843 0.263
C: -2.879 -4.864 -0.419
C: -1.906 -4.531 -1.337
C: -1.588 -3.181 -1.535
N: -2.164 -2.209 -0.798
C: -3.132 -2.538 0.053
C: -0.754 -2.670 -2.609
C: -0.392 -3.453 -3.700
C: 0.178 -2.862 -4.816
C: 0.356 -1.488 -4.810
C: 0.039 -0.750 -3.674
N: -0.514 -1.324 -2.566
C: 0.131 0.698 -3.642
C: 0.683 1.470 -4.678
C: 0.535 2.840 -4.664
C: -0.161 3.414 -3.604
C: -0.591 2.594 -2.580
N: -0.446 1.269 -2.565
H: -4.332 -4.063 0.956
H: -3.134 -5.901 -0.249
H: -1.396 -5.302 -1.896
H: -3.604 -1.721 0.589
H: -0.582 -4.514 -3.696
H: 0.422 -3.449 -5.689
H: 0.718 -0.997 -5.699
H: 1.224 0.995 -5.481
H: 0.928 3.449 -5.464
H: -0.356 4.473 -3.562
H: -1.099 3.055 -1.742
C: 2.952 -0.629 6.445
C: 2.041 -0.834 5.279
C: 1.223 -1.958 5.203
C: 0.400 -2.159 4.110
C: 0.387 -1.234 3.079
C: 1.175 -0.101 3.146
C: 1.998 0.094 4.241
S: -0.545 -1.647 1.606
O: -1.066 -2.974 1.786
O: -1.560 -0.624 1.307
N: 0.379 -1.535 0.281
C: 1.181 -2.608 -0.021
C: 1.669 -3.484 0.963
C: 2.413 -4.575 0.571
C: 2.698 -4.757 -0.779
C: 2.230 -3.808 -1.665
N: 1.490 -2.766 -1.311
H: 3.198 -1.578 6.912
H: 2.472 0.000 7.195
H: 3.872 -0.135 6.138
H: 1.246 -2.690 5.996
H: -0.231 -3.029 4.036
H: 1.138 0.629 2.351
H: 2.628 0.970 4.281
H: 1.475 -3.282 2.002
H: 2.787 -5.268 1.309
H: 3.276 -5.598 -1.122
H: 2.452 -3.864 -2.724
Se: -3.214 0.515 -1.535
P: -2.535 1.863 0.035
Se: -0.384 1.760 0.450
C: -3.071 3.569 -0.387
C: -4.170 3.789 -1.207
C: -4.604 5.086 -1.431
C: -3.957 6.150 -0.822
C: -2.857 5.922 -0.009
C: -2.402 4.634 0.202
C: -3.494 1.645 1.568
C: -4.757 1.077 1.525
C: -5.522 1.039 2.676
C: -5.032 1.585 3.852
C: -3.773 2.163 3.885
C: -2.994 2.187 2.743
H: -4.663 2.951 -1.686
H: -5.447 5.267 -2.082
H: -4.301 7.160 -0.991
H: -2.353 6.747 0.468
H: -1.515 4.439 0.796
H: -5.137 0.680 0.592
H: -6.504 0.590 2.653
H: -5.635 1.562 4.746
H: -3.401 2.606 4.797
H: -2.003 2.623 2.751
C: 3.444 -0.411 0.057
C: 4.945 -0.032 0.093
N: 5.157 1.165 -0.701
C: 4.417 2.265 -0.107
C: 2.912 1.908 -0.054
N: 2.682 0.602 -0.672
C: 3.165 0.645 -2.051
C: 4.689 0.934 -2.058
H: 3.030 -0.493 1.066
H: 3.306 -1.362 -0.456
H: 5.568 -0.829 -0.318
H: 5.282 0.169 1.111
H: 4.596 3.157 -0.709
H: 4.820 2.442 0.891
H: 2.307 2.645 -0.589
H: 2.551 1.863 0.979
H: 2.617 1.434 -2.572
H: 2.936 -0.318 -2.518
H: 4.925 1.820 -2.647
H: 5.252 0.093 -2.465

***

Entry 2:
Formula: C45H45CdF4N5
Source: the OMol25 dataset
Level of theory: ωB97M-V with the def2-TZVPD basis set

Calculated values
gap between HOMO and LUMO = 6.8 eV

Atoms and positions in Å:
Cd: 0.328 0.001 0.027
C: -0.261 -3.288 -0.637
N: 0.802 -2.312 -0.848
C: 1.059 -2.187 -2.283
C: 2.043 -2.703 -0.150
C: 2.936 -1.503 0.153
N: 2.278 -0.576 1.066
C: 2.830 -0.189 2.221
C: 2.026 0.493 3.171
F: 0.722 0.701 2.841
C: 2.442 0.892 4.414
F: 1.540 1.486 5.226
C: 3.735 0.683 4.854
C: 4.568 0.055 3.947
F: 5.851 -0.162 4.287
C: 4.160 -0.359 2.696
F: 5.116 -0.905 1.904
H: 0.024 -4.284 -1.007
H: -0.494 -3.367 0.414
H: -1.159 -2.965 -1.168
H: 1.397 -3.145 -2.703
H: 0.149 -1.880 -2.797
H: 1.826 -1.434 -2.465
H: 1.779 -3.183 0.789
H: 2.600 -3.436 -0.753
H: 3.872 -1.896 0.539
H: 3.154 -0.992 -0.794
H: 4.076 0.987 5.830
C: 0.788 3.711 2.109
C: -0.050 3.978 0.888
C: 0.144 5.160 0.186
C: -0.593 5.458 -0.947
C: -1.571 4.576 -1.364
C: -1.807 3.385 -0.683
C: -2.905 2.490 -1.186
C: -1.015 3.077 0.429
N: -1.119 1.807 1.079
C: -2.051 1.584 1.913
C: -3.119 2.599 2.227
C: -2.181 0.302 2.702
C: -2.614 0.515 4.129
N: -2.006 -0.836 2.191
C: -2.388 -1.967 2.988
C: -3.692 -2.451 2.858
C: -4.721 -1.762 2.007
C: -4.057 -3.607 3.542
C: -3.156 -4.278 4.349
C: -1.882 -3.759 4.505
C: -1.486 -2.600 3.849
C: -0.112 -2.048 4.077
H: 1.183 4.647 2.500
H: 1.638 3.068 1.864
H: 0.227 3.218 2.903
H: 0.892 5.857 0.545
H: -0.417 6.377 -1.492
H: -2.177 4.803 -2.233
H: -3.791 3.083 -1.422
H: -3.191 1.722 -0.472
H: -2.593 1.986 -2.095
H: -2.983 3.492 1.622
H: -3.097 2.882 3.279
H: -4.104 2.174 2.018
H: -1.945 1.234 4.606
H: -2.589 -0.420 4.681
H: -3.627 0.917 4.177
H: -4.644 -2.095 0.973
H: -4.611 -0.677 2.016
H: -5.723 -2.005 2.361
H: -5.069 -3.978 3.431
H: -3.449 -5.180 4.869
H: -1.172 -4.251 5.159
H: 0.429 -2.652 4.805
H: -0.154 -1.025 4.456
H: 0.459 -2.026 3.154
C: 2.905 2.760 -2.184
C: 2.505 2.752 -3.511
C: 1.407 1.998 -3.882
C: 0.692 1.238 -2.946
C: 1.083 1.234 -1.599
C: 2.198 2.005 -1.258
C: -0.505 0.479 -3.412
C: -0.754 0.312 -4.810
C: -1.911 -0.247 -5.240
C: -2.873 -0.671 -4.294
C: -4.157 -1.138 -4.650
C: -5.056 -1.486 -3.684
C: -4.688 -1.416 -2.324
C: -3.439 -0.996 -1.956
C: -2.508 -0.577 -2.935
N: -1.329 -0.027 -2.520
H: 3.760 3.349 -1.873
H: 3.045 3.325 -4.254
H: 1.109 2.028 -4.922
H: 2.535 2.020 -0.225
H: -0.011 0.610 -5.534
H: -2.108 -0.373 -6.298
H: -4.419 -1.200 -5.700
H: -6.051 -1.817 -3.953
H: -5.411 -1.696 -1.570
H: -3.127 -0.942 -0.919